# 1
C15H19CoN5O2SSb | wB97M-V/def2-TZVPD

Each line ends with the Löwdin spin population.
Atoms and positions in Å:
Co: -0.03622 -0.69112 -0.31110  0.9774
O: -1.70957 -1.08319 -1.25917  0.0052
N: -1.67469 -1.72530 -2.41777  -0.0022
C: -2.80905 -1.76899 -3.14180  0.0007
C: -2.86497 -2.44204 -4.32763  -0.0006
C: -1.71574 -3.09601 -4.78599  0.0003
C: -0.56775 -3.02403 -4.04718  0.0002
C: -0.52128 -2.30748 -2.83407  0.0009
S: 0.90463 -2.11910 -1.90957  0.0062
H: -3.63988 -1.23622 -2.70512  0.0001
H: -3.78942 -2.45624 -4.88626  -0.0001
H: -1.72857 -3.64582 -5.71857  0.0000
H: 0.34244 -3.50613 -4.37435  0.0003
C: -1.58491 2.36003 4.34657  0.0000
C: -0.07240 2.19072 4.18174  -0.0001
Sb: 0.45401 2.17786 2.06044  -0.0001
C: 2.61302 1.95528 2.29956  0.0003
C: 3.15919 2.25215 3.69758  0.0000
C: 0.45933 4.35038 1.74106  -0.0001
C: 0.97241 5.23174 2.88170  0.0000
H: -1.87754 2.36497 5.40133  0.0000
H: -2.11583 1.54367 3.85126  0.0000
H: -1.93599 3.29313 3.89492  0.0000
H: 0.25865 1.21806 4.55349  0.0000
H: 0.48374 2.97449 4.70397  0.0000
H: 3.07372 2.60211 1.54809  0.0000
H: 2.81787 0.91905 2.02962  0.0000
H: 2.94414 3.27462 4.01240  0.0000
H: 4.24679 2.11460 3.73340  0.0000
H: 2.72132 1.57772 4.43615  0.0000
H: -0.57630 4.60634 1.49960  0.0000
H: 1.05657 4.50660 0.83786  0.0000
H: 0.42334 5.04506 3.80815  0.0000
H: 0.85943 6.29728 2.64517  0.0000
H: 2.03196 5.05460 3.07717  0.0000
O: 0.59108 1.15578 -0.75968  -0.0034
N: 0.04086 1.54093 -1.84278  -0.0004
C: -1.22236 1.80879 -1.86158  0.0157
C: -2.11107 1.76571 -0.72679  0.0036
N: -2.77632 1.73733 0.20546  0.0055
C: -1.76835 2.16336 -3.14103  0.0024
N: -2.24737 2.44337 -4.14661  0.0072
N: 0.91493 -1.15953 2.55289  -0.0041
C: 0.53359 -1.15303 1.45963  -0.0150

Cartesian forces (eV/Å) of the 3 atoms listed first:
-1.076 -1.123 -0.158
0.195 0.356 -0.263
0.187 -0.075 -0.044

Values from the calculation:
Spin multiplicity = 2
Net charge = -1
Relative energy (zero: lowest compared OMol25 entry of this formula, charge and spin) = 131.4 kJ/mol
<S²> = 0.765
LUMO level (alpha / beta) = 2.04 / 2.57 eV


# 2
C26H31AgBrNOS | wB97M-V/def2-TZVPD

Each line ends with the Löwdin charge.
Atoms and positions in Å:
Ag: -2.30091 1.64676 -0.11801  0.5748
C: 4.90745 1.43514 3.78501  -0.0705
C: 4.29155 2.26760 2.65961  -0.5617
C: 4.23621 3.73234 3.12346  -0.0513
C: 5.19920 2.15610 1.42477  -0.0515
C: 2.88105 1.79928 2.29855  -0.1903
C: 2.16668 2.45433 1.31101  -0.1181
C: 0.88613 2.04373 0.99249  -0.5356
Br: 0.02589 3.07369 -0.40529  0.7207
C: 0.20389 0.96868 1.60394  -0.4270
O: -0.98471 0.56446 1.27235  -0.2519
C: 0.96153 0.30191 2.62598  -0.0908
C: 2.24445 0.72952 2.92772  0.0106
C: 0.35120 -0.89845 3.36653  -0.5360
C: -0.91856 -0.47862 4.12978  -0.0465
C: 0.01257 -2.01286 2.36108  -0.0501
C: 1.32433 -1.48031 4.39485  -0.0798
H: 5.90845 1.81061 4.00619  0.0820
H: 4.99679 0.38497 3.50042  0.0860
H: 4.31293 1.50260 4.69803  0.0865
H: 5.22855 4.08112 3.42198  0.0811
H: 3.56212 3.83151 3.97596  0.0893
H: 3.87312 4.38105 2.32597  0.0748
H: 6.22198 2.45558 1.66865  0.0810
H: 4.83947 2.79659 0.61872  0.0748
H: 5.21498 1.12719 1.06110  0.0885
H: 2.58819 3.28432 0.75889  0.0913
H: 2.78847 0.20684 3.69980  0.0774
H: -1.69219 -0.17029 3.43434  0.0673
H: -0.69982 0.35668 4.79935  0.0884
H: -1.29182 -1.31391 4.72938  0.0793
H: -0.75767 -1.67242 1.67297  0.0603
H: -0.34812 -2.90061 2.88869  0.0791
H: 0.89894 -2.29054 1.78546  0.0880
H: 1.58621 -0.73992 5.15352  0.0853
H: 2.23804 -1.84276 3.91905  0.0854
H: 0.84926 -2.32470 4.89750  0.0811
N: -1.91479 0.67542 -2.18266  -0.4164
S: -3.14289 0.38371 -3.12152  1.0026
C: -2.49783 -0.04658 -4.74995  -0.3942
C: -1.76278 -1.20696 -4.94225  -0.0738
C: -1.16549 -1.43046 -6.17122  -0.0656
C: -1.30611 -0.50228 -7.19558  -0.0714
C: -2.05043 0.65087 -6.99541  -0.0720
C: -2.64738 0.88536 -5.76531  -0.0857
C: -3.85229 -1.23229 -2.70344  -0.4059
C: -4.87152 -1.74760 -3.49200  -0.0884
C: -5.43832 -2.96375 -3.14892  -0.0730
C: -4.98862 -3.64720 -2.02557  -0.0762
C: -3.97892 -3.11252 -1.23910  -0.0650
C: -3.40748 -1.89185 -1.57286  -0.0833
H: -1.18302 -0.02662 -2.24586  0.0129
H: -1.66649 -1.93196 -4.14232  0.1179
H: -0.59003 -2.33274 -6.33182  0.1096
H: -0.82902 -0.67641 -8.15094  0.1073
H: -2.16361 1.37110 -7.79498  0.1083
H: -3.22357 1.78532 -5.58798  0.1077
H: -5.20163 -1.19835 -4.36668  0.1144
H: -6.23151 -3.37907 -3.75704  0.1073
H: -5.43009 -4.59929 -1.76201  0.1059
H: -3.63412 -3.64420 -0.36193  0.1104
H: -2.62788 -1.44886 -0.96244  0.0947

Cartesian forces (eV/Å) of the 3 atoms listed first:
0.302 -0.337 -0.155
-0.041 0.033 -0.061
0.008 0.038 -0.031

Values from the calculation:
LUMO level = -0.18 eV


# 3
C40H38AsN11OPd | wB97M-V/def2-TZVPD

Each line ends with the Löwdin charge.
Atoms and positions in Å:
Pd: -0.27422 0.97854 0.00025  0.7438
C: 4.28490 3.34014 -1.82852  -0.0274
N: 3.34673 2.55999 -0.98634  -0.0766
C: 2.17077 2.03800 -1.28907  -0.1237
N: 1.69089 1.38788 -0.22444  -0.1035
C: 2.65144 1.58095 0.72707  -0.1997
N: 3.66207 2.28463 0.29621  0.1539
C: 3.58743 3.84499 -3.06504  -0.2085
C: 4.07475 3.59628 -4.34354  -0.0049
C: 3.32530 3.96225 -5.45589  -0.0319
C: 2.05361 4.49946 -5.30715  0.0074
C: 1.57068 4.74996 -4.02862  -0.1249
C: 2.37088 4.48656 -2.92397  -0.0079
C: 0.16907 5.03433 -3.70470  -0.2712
N: -0.27771 5.36204 -2.54303  0.1269
N: -1.63873 5.10945 -2.56471  0.1011
C: -1.90983 4.64345 -3.73173  -0.2681
O: -0.81767 4.61182 -4.53813  0.1646
C: -3.11052 3.87701 -4.08203  -0.1214
C: -3.37281 3.39138 -5.35768  0.0049
C: -4.37214 2.44509 -5.53186  -0.0341
C: -5.03860 1.91480 -4.43405  -0.0115
C: -4.76702 2.39133 -3.15577  -0.2126
C: -5.32717 1.71061 -1.93043  -0.0308
N: -4.22725 1.33452 -1.01232  -0.0843
C: -2.97494 1.02951 -1.31360  -0.0997
N: -2.29312 0.80151 -0.19195  -0.0966
C: -3.22968 0.98801 0.78921  -0.2110
N: -4.40550 1.31609 0.32631  0.1550
C: -3.85323 3.41905 -2.99796  0.0100
H: 5.11537 2.68195 -2.08046  0.1381
H: 4.66320 4.14033 -1.19346  0.1437
H: 1.71142 2.09148 -2.26072  0.1501
H: 2.60834 1.16658 1.71982  0.1313
H: 5.02447 3.09311 -4.47700  0.1251
H: 3.71382 3.77518 -6.44737  0.1199
H: 1.44248 4.70510 -6.17584  0.1286
H: 1.96718 4.69472 -1.94244  0.1009
H: -2.79426 3.73641 -6.20427  0.1280
H: -4.59415 2.07544 -6.52335  0.1198
H: -5.75438 1.11427 -4.57590  0.1239
H: -5.86738 0.80540 -2.20257  0.1360
H: -5.98886 2.34227 -1.34009  0.1419
H: -2.59337 0.96275 -2.31845  0.1554
H: -3.03144 0.87049 1.84140  0.1148
H: -3.62436 3.80715 -2.01319  0.1155
C: 0.96280 4.26123 1.09626  -0.2403
As: -0.54597 3.06638 1.17711  1.1453
C: -1.96290 4.21195 0.57198  -0.2392
C: -0.83721 2.76823 3.09426  -0.2805
C: -1.44716 3.98797 3.72130  -0.3342
C: -0.63787 5.02092 4.18496  -0.0572
C: -1.20558 6.17170 4.71373  -0.0569
C: -2.58550 6.29488 4.78536  -0.0605
C: -3.39835 5.25940 4.34352  -0.0583
C: -2.83073 4.11314 3.80924  -0.0632
H: 0.66830 5.19292 1.57735  0.0491
H: 1.19313 4.45875 0.05020  0.0120
H: 1.83352 3.84532 1.59721  0.0293
H: -1.97593 5.09485 1.20959  0.0544
H: -2.92759 3.71098 0.63827  0.0241
H: -1.76255 4.49670 -0.45973  -0.0071
H: 0.14662 2.53743 3.50515  0.0841
H: -1.46930 1.89011 3.21750  0.0621
H: 0.44130 4.91670 4.16043  0.1148
H: -0.56967 6.96700 5.07850  0.1142
H: -3.02762 7.19252 5.19568  0.1141
H: -4.47397 5.34325 4.42091  0.1136
H: -3.47080 3.30546 3.46919  0.1113
C: -0.89252 -3.27580 -0.47432  -0.0217
C: -0.90641 -1.95135 -0.10755  -0.1311
N: 0.05928 -1.08971 -0.47180  -0.0545
C: 1.08892 -1.56219 -1.19740  -0.0579
C: 1.19585 -2.90531 -1.58842  -0.1838
C: 0.15434 -3.75356 -1.24036  0.0156
C: 2.35325 -3.37739 -2.39467  -0.0369
C: 3.65227 -3.19928 -2.14429  -0.0109
C: 4.28831 -2.68142 -0.91030  -0.2884
C: 3.87551 -3.08255 0.35528  -0.0057
C: 4.56668 -2.57000 1.43568  -0.1192
N: 5.58598 -1.72654 1.29584  0.0896
C: 5.92176 -1.43743 0.04283  -0.1957
N: 5.33311 -1.86346 -1.07154  0.1283
H: -1.70046 -3.92431 -0.16704  0.1237
H: -1.71399 -1.55036 0.48738  0.0956
H: 1.85156 -0.85503 -1.48323  0.1080
H: 0.17666 -4.79213 -1.54622  0.1367
H: 2.08615 -3.90052 -3.30570  0.1209
H: 4.36352 -3.48489 -2.91023  0.1223
H: 3.08055 -3.80204 0.49154  0.1172
H: 4.30330 -2.85140 2.44999  0.1151
H: 6.77345 -0.78089 -0.08580  0.1113

Cartesian forces (eV/Å) of the 3 atoms listed first:
0.309 -0.355 -0.076
0.020 -0.093 -0.020
0.119 0.104 0.087

Values from the calculation:
Net charge = +2
Relative energy (zero: lowest compared OMol25 entry of this formula, charge and spin) = 26.0 kJ/mol
LUMO level = -5.93 eV


# 4
C36H41BBiN12O4SeSi | wB97M-V/def2-TZVPD

Each line ends with the Löwdin spin population.
Atoms and positions in Å:
Bi: 0.51607 0.30106 -0.01011  0.0134
C: -0.97744 0.09192 -3.59293  -0.0001
C: -1.91119 -0.46678 -2.57798  -0.0002
C: -3.07489 -1.22154 -2.78890  0.0000
C: -3.57024 -1.46875 -1.52793  -0.0001
N: -2.75588 -0.88172 -0.63477  -0.0002
N: -1.74416 -0.27481 -1.27562  -0.0022
B: -2.70913 -0.89730 0.90092  0.0000
N: -2.36831 0.54764 1.35777  0.0004
C: -3.22909 1.35284 1.99378  0.0006
C: -2.63069 2.57505 2.19113  0.0001
C: -1.35676 2.45503 1.63731  0.0028
C: -0.31093 3.50090 1.61539  0.0139
N: -1.22799 1.22219 1.13789  0.0029
N: -1.62155 -1.90788 1.27452  0.0001
C: -1.78980 -3.16141 1.71849  0.0110
C: -0.56519 -3.79146 1.71134  0.0014
C: 0.33298 -2.83871 1.22670  0.0165
C: 1.79309 -2.96773 1.00787  0.0086
N: -0.33461 -1.71501 0.96879  0.0480
N: -3.96868 -1.29819 1.63463  0.0000
C: -5.29051 -1.14175 1.37407  0.0001
C: -5.98125 -1.38174 2.53608  0.0000
C: -4.98826 -1.66856 3.49395  0.0001
C: -5.17510 -1.95175 4.94179  0.0000
N: -3.79658 -1.60660 2.93733  0.0003
H: -1.38249 1.00022 -4.04425  0.0000
H: -0.02436 0.33687 -3.13027  -0.0001
H: -0.80418 -0.62991 -4.39144  0.0000
H: -3.49412 -1.52870 -3.72348  0.0000
H: -4.42452 -2.02932 -1.20824  0.0000
H: -4.20408 1.02536 2.29025  0.0000
H: -3.05316 3.43150 2.67166  0.0000
H: -0.40030 4.11476 2.50865  0.0000
H: 0.68257 3.06925 1.57039  0.0143
H: -0.43393 4.14511 0.74583  0.0006
H: -2.74939 -3.52505 2.01477  0.0007
H: -0.34659 -4.79211 2.01820  0.0000
H: 2.05556 -4.02107 0.93854  0.0003
H: 2.09787 -2.44792 0.10053  0.0005
H: 2.32865 -2.52954 1.84930  0.0059
H: -5.64786 -0.87345 0.39849  0.0000
H: -7.04057 -1.35309 2.68668  0.0000
H: -6.18592 -2.30019 5.13234  0.0000
H: -4.46315 -2.69570 5.28566  0.0000
H: -5.00693 -1.04591 5.52255  0.0000
N: 2.73253 -1.06079 -3.49162  0.0000
C: 1.73667 -1.98823 -3.32047  0.0000
C: 1.51583 -2.91029 -4.35888  0.0000
C: 0.54258 -3.86953 -4.20081  0.0000
C: -0.21959 -3.85783 -3.03681  0.0001
C: 0.04158 -2.87863 -2.09834  0.0003
N: 0.99864 -1.96885 -2.21563  -0.0005
C: 3.37444 -0.24156 -2.58260  0.0000
C: 4.31907 0.66218 -3.08250  0.0001
C: 5.02719 1.43902 -2.19266  -0.0001
C: 4.80092 1.27287 -0.83325  -0.0001
C: 3.82699 0.37499 -0.44415  -0.0004
N: 3.11695 -0.36719 -1.28682  0.0002
H: 3.14100 -1.04162 -4.41465  0.0000
H: 2.11842 -2.86942 -5.25375  0.0000
H: 0.37036 -4.60909 -4.97069  0.0000
H: -0.99410 -4.58830 -2.87024  0.0000
H: -0.54507 -2.82213 -1.19374  0.0002
H: 4.47013 0.75413 -4.14671  0.0000
H: 5.73246 2.17107 -2.55215  0.0000
H: 5.32694 1.87197 -0.10989  0.0000
H: 3.57429 0.24360 0.59651  -0.0001
O: -1.61846 6.24269 -4.33890  0.0000
C: -1.22645 5.13963 -4.64302  0.0000
O: -1.02029 4.48787 -5.64501  0.0001
C: -0.90804 4.22709 -3.34513  0.0001
C: -1.96350 3.54364 -2.77118  -0.0001
C: -1.67452 2.63973 -1.75870  -0.0001
N: -0.44029 2.43053 -1.34691  -0.0018
C: 0.55562 3.11775 -1.86424  0.0003
C: 0.37707 4.04925 -2.88698  0.0000
C: 1.95675 2.91594 -1.25169  0.0006
O: 2.90348 3.43245 -1.81067  0.0029
O: 1.96205 2.22566 -0.19279  0.0148
H: -2.97477 3.69605 -3.11207  0.0000
H: -2.45740 2.06362 -1.28805  0.0000
H: 1.23865 4.56747 -3.27650  0.0000
C: 4.91586 0.98464 2.76456  0.0037
Si: 3.40710 0.21422 3.66498  0.0409
C: 2.88546 1.20421 5.22604  0.0051
C: 3.71302 -1.64147 4.09284  0.0141
Se: 1.30728 0.38054 2.42311  0.7768
H: 5.71149 1.19398 3.47212  0.0004
H: 4.64429 1.92187 2.28727  -0.0001
H: 5.32868 0.32724 2.00480  0.0001
H: 3.53197 1.03429 6.08020  0.0005
H: 1.87158 0.91530 5.49142  -0.0001
H: 2.87383 2.27024 5.02206  0.0003
H: 4.32048 -1.73241 4.98777  0.0014
H: 4.23281 -2.17628 3.30244  0.0002
H: 2.77105 -2.14814 4.28443  0.0006

Cartesian forces (eV/Å) of the 3 atoms listed first:
-0.786 1.415 -4.929
0.009 0.029 -0.039
-0.213 -0.048 -0.120

Values from the calculation:
Spin multiplicity = 2
Relative energy (zero: lowest compared OMol25 entry of this formula, charge and spin) = 125.8 kJ/mol
<S²> = 0.754
LUMO level (alpha / beta) = -0.35 / -3.94 eV


# 5
C4H11NO | wB97M-V/def2-TZVPD

Each line ends with the Löwdin charge.
Atoms and positions in Å:
C: 0.53940 1.84101 -0.98228  -0.0626
C: 0.38025 1.87416 0.51503  -0.3423
O: -0.58286 1.62594 1.19016  0.0390
H: -0.36933 1.71191 -1.55980  0.0829
H: 1.26630 1.03827 -1.11482  0.0802
H: 1.02179 2.78724 -1.24347  0.0814
H: 1.33407 2.15379 1.00671  0.1184
C: -0.94499 -2.07916 -0.96009  -0.1468
N: -0.11489 -1.09885 -0.28456  -0.1918
C: 0.68665 -1.63412 0.79595  -0.1348
H: -1.47645 -1.62012 -1.79657  0.0713
H: -0.32650 -2.89742 -1.32025  0.0720
H: -1.77182 -2.44739 -0.33234  0.0738
H: -0.54673 -0.20414 -0.17487  0.0440
H: 1.67097 -1.14333 0.78785  0.0667
H: 0.75484 -2.71187 0.71273  0.0729
H: 0.30877 -1.32044 1.78152  0.0757

Cartesian forces (eV/Å) of the 3 atoms listed first:
0.169 0.427 0.713
0.278 0.346 0.039
-0.187 -0.064 -0.332

Values from the calculation:
SMILES = CC=O.CNC
Relative energy (zero: lowest compared OMol25 entry of this formula, charge and spin) = 173.9 kJ/mol
LUMO level = 1.00 eV